The following is a quantum chemistry calculation of 5 unconnected molecules or ions with the total composition C6H22N2O4 at a distorted geometry, from the OMol25 dataset.

Calculated values
Charge: +3
Orbital gap (alpha / beta) in eV: 8.56 / 4.68
Highest occupied orbital energy (alpha / beta) in eV: -20.60 / -20.59
E_tot in eV: -17713.800
Spin multiplicity: 2
Largest force on an atom in eV Å⁻¹: 6.267

Each line ends with the Löwdin charge.
Atoms and positions in Å:
N -0.025 1.903 2.063  0.06
H 1.855 2.835 -1.425  0.03
H 3.093 1.975 -1.356  0.10
H -2.001 -0.166 -1.999  0.19
H 2.538 0.399 -3.219  0.06
H 0.040 -0.712 -3.223  0.25
H -2.147 -2.911 -1.342  0.14
C 0.020 0.644 1.313  0.07
H 1.521 2.743 0.945  0.13
H 0.836 -1.064 -1.770  0.16
C -1.349 -0.984 0.010  -0.06
H 1.024 3.826 2.595  0.22
C 0.872 2.842 1.900  0.24
H -0.814 1.281 4.940  0.12
C -1.537 -2.325 -2.082  -0.04
H -2.435 -2.296 -2.833  0.19
H 1.022 -2.881 2.656  0.08
H -0.686 -1.780 0.335  0.11
O 2.154 1.977 -1.654  -0.04
H -0.508 1.733 2.988  0.14
O 0.379 -2.161 2.544  -0.07
O -0.833 0.549 4.245  -0.09
H -2.355 -1.494 0.227  0.20
H 0.780 -0.191 1.624  0.18
H -0.697 -2.973 -2.379  0.14
C -1.342 -1.024 -1.631  -0.30
H 1.749 0.779 -4.555  0.13
O 1.671 0.357 -3.642  -0.09
H -0.212 -0.130 4.711  0.13
H 0.297 0.570 -1.768  0.17
H -1.726 1.071 0.062  0.16
N 0.061 -0.464 -2.084  0.13
H -0.221 -2.291 3.340  0.10
C -1.025 0.363 0.464  0.05